(1)
54
Properties=species:S:1:pos:R:3 method="wB97M-V/def2-TZVPD" smiles="O=C(N[C@@H](Cc1c[nH]c2ccccc12)C(=O)O)C1CCN(S(=O)(=O)c2cccs2)CC1" homo_energy_ev=-8.06 relative_energy_kj_mol=0.0 total_energy_ha=-2150.93272
O -3.364 -0.175 1.397
C -2.239 -0.477 1.052
N -1.652 0.068 -0.032
C -2.323 0.994 -0.905
C -1.746 2.426 -0.753
C -1.645 2.745 0.701
C -2.672 3.022 1.557
N -2.202 3.132 2.833
C -0.857 2.903 2.836
C 0.056 2.881 3.882
C 1.373 2.612 3.576
C 1.780 2.384 2.258
C 0.882 2.411 1.216
C -0.462 2.661 1.497
C -2.148 0.528 -2.334
O -1.360 -0.317 -2.676
O -2.930 1.184 -3.188
C -1.429 -1.519 1.821
C -1.272 -2.831 1.036
C -0.190 -2.757 -0.037
N 1.061 -2.315 0.541
S 2.365 -2.516 -0.468
O 2.381 -3.876 -0.907
O 3.515 -1.977 0.190
C 2.003 -1.522 -1.899
C 1.725 -1.978 -3.149
C 1.471 -0.932 -4.063
C 1.555 0.294 -3.486
S 1.950 0.195 -1.815
C 1.033 -1.062 1.260
C -0.058 -1.052 2.327
H -0.727 -0.207 -0.315
H -3.382 1.000 -0.630
H -2.402 3.124 -1.275
H -0.753 2.466 -1.206
H -3.716 3.147 1.343
H -2.769 3.300 3.647
H -0.257 3.067 4.899
H 2.108 2.582 4.366
H 2.822 2.183 2.059
H 1.215 2.248 0.200
H -2.782 0.879 -4.098
H -2.051 -1.733 2.698
H -2.220 -3.107 0.573
H -0.996 -3.614 1.744
H 0.005 -3.752 -0.443
H -0.507 -2.114 -0.872
H 1.714 -3.025 -3.386
H 1.236 -1.091 -5.100
H 1.406 1.254 -3.937
H 2.014 -0.958 1.728
H 0.912 -0.205 0.581
H 0.244 -1.732 3.126
H -0.129 -0.046 2.743



(2)
54
Properties=species:S:1:pos:R:3 method="wB97M-V/def2-TZVPD" smiles="Cn1c(=O)c2c(ncn2CC(=O)OCC(=O)N[C@@H]2CCCc3ccccc32)n(C)c1=O" homo_energy_ev=-8.84 relative_energy_kj_mol=0.0 total_energy_ha=-1464.14908
C 0.290 1.696 -2.426
N -0.628 0.723 -1.854
C -0.159 -0.590 -1.821
O 0.964 -0.877 -2.194
C -1.148 -1.483 -1.302
C -2.390 -1.050 -0.868
N -3.134 -2.094 -0.439
C -2.362 -3.144 -0.604
N -1.157 -2.849 -1.130
C -0.050 -3.723 -1.382
C 0.947 -3.767 -0.219
O 1.786 -4.611 -0.095
O 0.759 -2.739 0.604
C 1.645 -2.625 1.715
C 1.487 -1.250 2.373
O 1.721 -1.086 3.549
N 1.101 -0.282 1.528
C 0.831 1.077 1.961
C -0.676 1.307 2.096
C -0.937 2.776 2.395
C -0.527 3.619 1.193
C 0.845 3.269 0.690
C 1.499 4.156 -0.161
C 2.750 3.872 -0.671
C 3.376 2.684 -0.330
C 2.740 1.797 0.515
C 1.475 2.072 1.025
N -2.743 0.262 -0.910
C -4.036 0.688 -0.416
C -1.861 1.193 -1.416
O -2.150 2.370 -1.465
H 1.245 1.646 -1.905
H 0.452 1.465 -3.479
H -0.146 2.685 -2.320
H -2.664 -4.143 -0.359
H -0.399 -4.738 -1.583
H 0.505 -3.352 -2.251
H 1.425 -3.401 2.454
H 2.680 -2.760 1.380
H 0.936 -0.509 0.559
H 1.294 1.163 2.953
H -1.169 1.030 1.162
H -1.066 0.668 2.891
H -0.359 3.072 3.273
H -1.993 2.936 2.617
H -1.239 3.461 0.377
H -0.561 4.680 1.447
H 1.009 5.083 -0.421
H 3.239 4.575 -1.328
H 4.357 2.453 -0.717
H 3.229 0.875 0.794
H -4.774 -0.065 -0.683
H -4.009 0.794 0.670
H -4.275 1.648 -0.869



(3)
49
Properties=species:S:1:pos:R:3 method="wB97M-V/def2-TZVPD" smiles="CCOC(=O)[C@H]([C@H](/C=C/c1ccc(C)cc1)c1ccc(C)cc1)[N+](=O)[O-]" homo_energy_ev=-8.40 relative_energy_kj_mol=585.3 total_energy_ha=-1169.60793
C -3.254 2.789 -2.162
C -1.866 3.365 -2.043
O -0.974 2.203 -2.029
C 0.278 2.513 -1.626
O 0.590 3.659 -1.332
C 1.241 1.348 -1.679
C 0.862 0.051 -1.018
C 0.105 -0.023 0.294
C -1.251 0.082 0.396
C -2.077 -0.270 1.543
C -3.451 0.085 1.561
C -4.263 -0.129 2.671
C -3.763 -0.771 3.816
C -4.654 -0.973 5.003
C -2.417 -1.169 3.815
C -1.593 -0.930 2.713
C 2.100 -0.861 -1.061
C 2.715 -1.052 -2.313
C 3.878 -1.800 -2.459
C 4.521 -2.337 -1.326
C 5.851 -3.018 -1.498
C 3.893 -2.199 -0.086
C 2.698 -1.487 0.046
N 2.741 1.817 -1.381
O 3.567 1.541 -2.263
O 3.028 2.414 -0.326
H -3.967 3.606 -2.284
H -3.295 2.121 -3.036
H -3.492 2.233 -1.242
H -1.636 4.011 -2.903
H -1.733 3.941 -1.123
H 1.267 1.181 -2.769
H 0.116 -0.379 -1.742
H 0.646 -0.562 1.064
H -1.784 0.380 -0.511
H -3.867 0.564 0.674
H -5.304 0.213 2.678
H -4.124 -1.490 5.798
H -5.035 -0.036 5.418
H -5.522 -1.567 4.711
H -2.020 -1.653 4.713
H -0.560 -1.260 2.767
H 2.237 -0.626 -3.186
H 4.332 -1.903 -3.452
H 6.178 -3.482 -0.563
H 5.813 -3.790 -2.277
H 6.611 -2.294 -1.813
H 4.372 -2.650 0.792
H 2.263 -1.405 1.032



(4)
53
Properties=species:S:1:pos:R:3 method="wB97M-V/def2-TZVPD" smiles="COc1ccc(N(C(=O)c2cccc(OC)c2OC)[C@H]2C=CS(=O)(=O)C2)c(OC)c1" homo_energy_ev=-8.27 relative_energy_kj_mol=236.6 total_energy_ha=-1793.57518
C -0.913 -4.711 1.070
O -1.078 -3.938 -0.096
C -0.985 -2.588 0.007
C -0.601 -1.900 1.150
C -0.567 -0.518 1.129
C -0.902 0.191 -0.008
N -0.913 1.613 -0.005
C 0.176 2.339 -0.359
O 0.167 3.550 -0.436
C 1.380 1.492 -0.646
C 1.669 1.111 -1.947
C 2.796 0.355 -2.194
C 3.620 -0.025 -1.149
C 3.341 0.341 0.161
O 4.107 -0.042 1.232
C 5.287 -0.767 0.993
C 2.203 1.129 0.419
O 1.778 1.546 1.649
C 2.718 1.798 2.672
C -2.169 2.303 0.267
C -3.121 2.088 -0.886
C -4.132 1.267 -0.704
S -4.120 0.644 0.975
O -3.669 -0.721 1.004
O -5.366 0.925 1.637
C -2.834 1.813 1.542
C -1.248 -0.503 -1.179
O -1.514 0.265 -2.272
C -1.927 -0.380 -3.454
C -1.286 -1.883 -1.159
H 0.108 -4.639 1.459
H -1.112 -5.739 0.772
H -1.622 -4.413 1.847
H -0.345 -2.418 2.058
H -0.255 0.023 2.009
H 1.013 1.416 -2.746
H 3.042 0.052 -3.200
H 4.489 -0.626 -1.366
H 5.981 -0.211 0.354
H 5.741 -0.914 1.972
H 5.078 -1.743 0.543
H 3.076 0.874 3.129
H 3.569 2.371 2.299
H 2.182 2.391 3.414
H -1.891 3.364 0.329
H -2.882 2.581 -1.816
H -4.885 0.962 -1.402
H -3.364 2.607 2.058
H -2.152 1.304 2.213
H -2.114 0.416 -4.174
H -2.846 -0.951 -3.296
H -1.147 -1.043 -3.841
H -1.563 -2.461 -2.025